(1)
91
Properties=species:S:1:pos:R:3:mulliken_charge:R:1 method="wB97M-V/def2-TZVPD" gap_ha=0.29474 fmax_ev_per_a=1.15 charge=+1
Cl 2.42 -2.71 -1.79 -0.26
O 2.50 -6.97 -0.71 -0.56
O -6.33 2.12 3.39 -0.58
O 2.67 -4.25 -4.66 -0.42
O 3.15 0.60 2.60 -0.65
O -7.05 5.42 7.46 -0.52
O -3.54 4.41 1.95 -0.52
O -0.19 5.91 1.28 -0.53
O 2.07 -0.28 -8.11 -0.53
O 3.76 -3.50 5.91 -0.52
O -3.19 -0.28 -0.48 -0.58
O 5.73 -8.57 -4.59 -0.53
O -2.05 10.43 -0.77 -0.53
N 0.62 -0.75 -0.78 0.86
N 0.83 0.95 -2.07 0.13
C -0.18 9.09 -0.31 -0.39
C 2.53 -3.34 -5.45 0.22
C 4.48 -9.15 -2.68 -0.44
C -7.85 3.35 4.70 -0.39
C 0.43 -4.43 -1.27 -1.07
C -0.62 6.95 0.81 0.35
C -4.68 2.58 1.00 -0.29
C -3.47 3.33 1.39 0.17
C 1.35 -1.30 -6.12 -0.35
C -3.28 0.80 0.08 0.35
C -2.07 7.26 0.83 -0.26
C 2.58 -1.53 5.39 -0.33
C 3.24 -2.23 -7.52 -0.43
C 1.50 -2.30 -5.25 0.06
C -5.53 4.20 6.15 -0.43
C -8.03 4.18 5.72 -0.37
C 3.39 -3.23 -6.65 -0.35
C 4.48 -2.40 3.95 -0.35
C -4.60 1.40 0.39 -0.55
C -2.07 1.55 0.47 0.07
C -2.15 2.73 1.08 -0.51
C 3.67 -8.75 -1.71 -0.41
C 4.99 -8.20 -3.70 0.29
C 0.18 -0.19 -1.88 -0.67
C 4.33 -1.37 3.13 -0.31
C 3.29 -0.34 3.36 0.55
C 0.11 -2.04 -0.33 -1.18
C 3.74 -6.39 -2.62 0.11
C -5.35 3.37 5.13 -0.18
C 4.56 -6.79 -3.59 -0.41
C 1.71 1.14 -1.03 -0.74
C -6.89 4.67 6.53 0.32
C -2.54 8.40 0.31 -0.40
C -1.63 9.40 -0.30 0.32
C 1.57 0.08 -0.20 -0.16
C 2.21 -1.19 -7.32 0.24
C -6.50 2.88 4.32 0.51
C 3.24 -7.34 -1.60 0.42
C 3.62 -2.56 5.15 0.31
C 0.29 7.95 0.20 -0.36
C 2.43 -0.50 4.56 -0.49
C 1.11 -3.20 -0.63 0.32
H 4.14 -4.00 -6.78 0.44
H 1.23 -5.15 -1.47 0.01
H -1.12 1.08 0.23 0.41
H -0.59 -0.60 -2.53 0.44
H -5.63 3.03 1.24 0.43
H 4.93 -6.11 -4.34 0.43
H 0.47 9.83 -0.76 0.41
H 2.07 -0.17 0.73 0.45
H -5.47 0.83 0.09 0.44
H 0.88 -2.40 -4.37 0.28
H 0.70 1.57 -2.86 0.25
H 3.86 -2.13 -8.40 0.42
H 1.34 7.70 0.20 0.42
H -9.01 4.53 6.01 0.41
H -8.67 2.98 4.10 0.42
H 1.96 -1.66 6.27 0.42
H -4.71 4.56 6.75 0.41
H 1.59 -3.53 0.30 0.51
H 3.42 -5.36 -2.53 0.33
H -4.37 3.01 4.83 0.41
H -0.34 -4.87 -0.63 0.44
H 4.95 -1.23 2.25 0.46
H 4.81 -10.18 -2.78 0.42
H 0.05 -4.12 -2.26 0.35
H -0.12 -2.01 0.74 0.39
H 2.39 1.97 -0.90 0.47
H 5.24 -3.16 3.79 0.44
H -2.72 6.52 1.28 0.54
H 1.68 0.26 4.72 0.45
H -1.28 3.30 1.37 0.58
H 3.29 -9.43 -0.95 0.43
H 0.60 -0.53 -5.99 0.43
H -3.59 8.64 0.31 0.44
H -0.85 -2.25 -0.82 0.34


(2)
45
Properties=species:S:1:pos:R:3:mulliken_charge:R:1 method="wB97M-V/def2-TZVPD" relative_energy_kcal_mol=0.0 gap_ha=0.30634 fmax_ev_per_a=1.11 charge=0 smiles="O=C(NC1=NCCS1)c1ccc(Cl)c(S(=O)(=O)N2CCCCCC2)c1"
Cl 3.29 2.61 0.98 -0.13
S -5.39 0.76 -0.42 -0.06
S 2.17 -0.31 1.88 1.30
O -3.11 1.85 -0.80 -0.72
O 1.25 -1.22 2.50 -0.75
O 3.20 0.28 2.68 -0.69
N -4.91 -0.80 1.64 -0.68
N -3.07 0.39 0.93 -0.06
N 2.84 -1.05 0.58 0.22
C -2.49 1.30 0.09 0.48
C -1.04 1.57 0.34 0.60
C 1.64 2.20 0.72 0.52
C -6.81 -0.22 0.20 -0.42
C 1.32 -1.62 -1.32 -0.56
C 3.51 -0.68 -2.29 -1.01
C -0.53 2.79 -0.11 -0.61
C -6.29 -1.05 1.40 -0.48
C 4.20 -0.79 0.17 -0.85
C -4.39 0.03 0.84 0.36
C 2.11 -2.09 -0.09 -1.03
C 4.33 -0.05 -1.16 -0.20
C 2.00 -0.50 -2.10 -0.13
C 1.15 0.98 1.14 -0.52
C -0.19 0.67 0.96 -0.63
C 0.80 3.11 0.09 -0.70
H 5.38 -0.04 -1.43 0.39
H 1.52 -0.43 -3.07 0.43
H -6.84 -0.81 2.31 0.28
H -2.55 -0.03 1.69 0.23
H 1.83 0.45 -1.59 -0.10
H 3.81 -0.19 -3.22 0.40
H -7.60 0.47 0.49 0.32
H 4.73 -1.75 0.11 0.41
H 4.01 0.99 -1.04 0.09
H 0.33 -1.28 -1.02 0.21
H -7.17 -0.85 -0.61 0.32
H 2.83 -2.87 -0.38 0.45
H 1.43 -2.53 0.65 0.42
H 3.75 -1.74 -2.39 0.34
H -0.51 -0.30 1.31 0.52
H -1.19 3.48 -0.62 0.48
H 1.18 -2.49 -1.97 0.46
H 1.19 4.06 -0.25 0.47
H -6.41 -2.13 1.21 0.27
H 4.66 -0.20 0.97 0.33